Formula: C56H106N6O16S8
Source: OMol25
Level of theory: ωB97M-V with the def2-TZVPD basis set

Bonds (Å) are listed after each position.
Atoms and positions in Å:
1 C -2.73 -1.02 4.40  C2 1.528, C7 1.528, H8 1.090, H9 1.090
2 C -3.26 -2.45 4.41  C1 1.528, C3 1.507, H10 1.090, H11 1.090
3 C -2.58 -3.20 5.53  C2 1.507, S4 1.827, H12 1.090, H13 1.090
4 S -0.85 -2.63 5.57  C3 1.827, O5 1.473, O6 1.463, C7 1.866
5 O -0.06 -3.58 4.76  S4 1.473
6 O -0.44 -2.31 6.94  S4 1.463
7 C -1.21 -1.15 4.49  C1 1.528, S4 1.866, H14 1.090, H15 1.090
8 H -3.07 -0.47 5.27  C1 1.090
9 H -2.86 -0.50 3.45  C1 1.090
10 H -2.95 -2.88 3.46  C2 1.090
11 H -4.32 -2.65 4.59  C2 1.090
12 H -2.64 -4.28 5.50  C3 1.090
13 H -3.06 -3.00 6.50  C3 1.090
14 H -0.82 -1.52 3.54  C7 1.090
15 H -0.65 -0.28 4.84  C7 1.090
16 C -3.12 4.40 2.64  C17 1.534, C22 1.517, H23 1.090, H24 1.090
17 C -2.49 3.03 2.36  C16 1.534, C18 1.552, H25 1.090, H26 1.090
18 C -1.01 3.23 1.91  C17 1.552, S19 1.794, H27 1.090, H28 1.090
19 S -0.64 4.97 2.13  C18 1.794, O20 1.480, O21 1.446, C22 1.833
20 O -0.88 5.72 0.88  S19 1.480
21 O 0.57 5.20 2.90  S19 1.446
22 C -2.05 5.26 3.27  C16 1.517, S19 1.833, H29 1.090, H30 1.090
23 H -3.84 4.41 3.46  C16 1.090
24 H -3.49 4.87 1.73  C16 1.090
25 H -3.03 2.41 1.65  C17 1.090
26 H -2.43 2.43 3.27  C17 1.090
27 H -0.85 2.99 0.86  C18 1.090
28 H -0.33 2.74 2.60  C18 1.090
29 H -2.23 6.34 3.22  C22 1.090
30 H -1.73 4.92 4.25  C22 1.090
31 C 2.42 2.70 -4.20  C32 1.552, C37 1.489, H38 1.090, H39 1.090
32 C 0.94 2.39 -4.58  C31 1.552, C33 1.611, H40 1.090, H41 1.090
33 C 0.84 0.94 -5.26  C32 1.611, S34 1.842, H42 1.090, H43 1.090
34 S 2.57 0.61 -5.81  C33 1.842, O35 1.517, O36 1.477, C37 1.855
35 O 2.66 0.35 -7.30  S34 1.517
36 O 3.08 -0.39 -4.85  S34 1.477
37 C 3.29 2.25 -5.32  C31 1.489, S34 1.855, H44 1.090, H45 1.090
38 H 2.59 2.21 -3.24  C31 1.090
39 H 2.48 3.78 -4.09  C31 1.090
40 H 0.52 3.07 -5.32  C32 1.090
41 H 0.25 2.37 -3.74  C32 1.090
42 H 0.37 0.97 -6.25  C33 1.090
43 H 0.55 0.12 -4.60  C33 1.090
44 H 2.93 2.83 -6.18  C37 1.090
45 H 4.37 2.29 -5.40  C37 1.090
46 C -1.51 -0.67 -1.03  C47 1.478, C52 1.545, H53 1.090, H54 1.090
47 C -1.00 0.72 -1.06  C46 1.478, C48 1.551, H55 1.090, H56 1.090
48 C 0.52 0.69 -0.72  C47 1.551, S49 1.903, H57 1.090, H58 1.090
49 S 0.66 -0.62 0.64  C48 1.903, O50 1.476, O51 1.477, C52 1.875
50 O 0.75 -0.09 2.02  S49 1.476
51 O 1.64 -1.66 0.26  S49 1.477
52 C -1.09 -1.24 0.34  C46 1.545, S49 1.875, H59 1.090, H60 1.090
53 H -0.92 -1.21 -1.77  C46 1.090
54 H -2.59 -0.73 -1.20  C46 1.090
55 H -1.57 1.28 -0.32  C47 1.090
56 H -1.16 1.18 -2.04  C47 1.090
57 H 1.06 1.59 -0.41  C48 1.090
58 H 1.09 0.31 -1.56  C48 1.090
59 H -1.65 -0.76 1.13  C52 1.090
60 H -1.17 -2.31 0.56  C52 1.090
61 C -7.21 -0.62 -1.42  C62 1.552, C67 1.463, H68 1.090, H69 1.090
62 C -7.76 -0.08 -0.08  C61 1.552, C63 1.537, H70 1.090, H71 1.090
63 C -7.26 -0.97 1.08  C62 1.537, S64 1.867, H72 1.090, H73 1.090
64 S -5.49 -1.25 0.58  C63 1.867, O65 1.490, O66 1.476, C67 1.864
65 O -5.10 -2.66 0.84  S64 1.490
66 O -4.75 -0.14 1.23  S64 1.476
67 C -5.80 -0.95 -1.23  C61 1.463, S64 1.864, H74 1.090, H75 1.090
68 H -7.27 0.17 -2.18  C61 1.090
69 H -7.89 -1.42 -1.71  C61 1.090
70 H -8.84 0.01 -0.12  C62 1.090
71 H -7.35 0.91 0.15  C62 1.090
72 H -7.72 -1.96 1.03  C63 1.090
73 H -7.32 -0.78 2.15  C63 1.090
74 H -5.64 -1.92 -1.70  C67 1.090
75 H -5.06 -0.28 -1.68  C67 1.090
76 C -3.91 -1.44 -6.11  C77 1.559, C82 1.530, H83 1.090, H84 1.090
77 C -2.59 -0.62 -6.25  C76 1.559, C78 1.547, H85 1.090, H86 1.090
78 C -2.80 0.88 -5.95  C77 1.547, S79 1.785, H87 1.090, H88 1.090
79 S -3.87 0.82 -4.53  C78 1.785, O80 1.456, O81 1.422, C82 1.910
80 O -4.93 1.80 -4.77  S79 1.456
81 O -3.16 0.89 -3.30  S79 1.422
82 C -4.46 -0.98 -4.76  C76 1.530, S79 1.910, H89 1.090, H90 1.090
83 H -3.68 -2.51 -6.12  C76 1.090
84 H -4.60 -1.20 -6.92  C76 1.090
85 H -2.16 -0.80 -7.24  C77 1.090
86 H -1.85 -1.02 -5.56  C77 1.090
87 H -3.38 1.35 -6.75  C78 1.090
88 H -1.98 1.58 -5.77  C78 1.090
89 H -5.53 -0.97 -4.59  C82 1.090
90 H -3.92 -1.57 -4.02  C82 1.090
91 C -1.89 4.64 -2.38  C92 1.501, C97 1.495, H98 1.090, H99 1.090
92 C -0.98 5.83 -2.44  C91 1.501, C93 1.546, H100 1.090, H101 1.090
93 C -0.55 6.01 -3.92  C92 1.546, S94 1.863, H102 1.090, H103 1.090
94 S -2.06 5.45 -4.85  C93 1.863, O95 1.477, O96 1.475, C97 1.762
95 O -1.63 4.38 -5.77  S94 1.477
96 O -2.88 6.58 -5.33  S94 1.475
97 C -2.89 4.71 -3.48  C91 1.495, S94 1.762, H104 1.090, H105 1.090
98 H -2.47 4.52 -1.46  C91 1.090
99 H -1.33 3.71 -2.53  C91 1.090
100 H -0.11 5.67 -1.81  C92 1.090
101 H -1.47 6.74 -2.09  C92 1.090
102 H 0.24 5.32 -4.17  C93 1.090
103 H -0.32 7.05 -4.17  C93 1.090
104 H -3.35 3.74 -3.70  C97 1.090
105 H -3.69 5.38 -3.18  C97 1.090
106 C -2.67 -5.32 1.44  C107 1.608, C112 1.508, H113 1.090, H114 1.090
107 C -1.45 -5.58 2.46  C106 1.608, C108 1.602, H115 1.090, H116 1.090
108 C -1.75 -7.02 3.09  C107 1.602, S109 1.856, H117 1.090, H118 1.090
109 S -3.58 -6.98 3.43  C108 1.856, O110 1.456, O111 1.468, C112 1.888
110 O -3.73 -6.56 4.82  S109 1.456
111 O -4.20 -8.20 2.91  S109 1.468
112 C -3.93 -5.57 2.22  C106 1.508, S109 1.888, H119 1.090, H120 1.090
113 H -2.63 -6.00 0.58  C106 1.090
114 H -2.63 -4.28 1.12  C106 1.090
115 H -1.34 -4.91 3.31  C107 1.090
116 H -0.52 -5.63 1.90  C107 1.090
117 H -1.28 -7.44 3.98  C108 1.090
118 H -1.65 -7.70 2.24  C108 1.090
119 H -4.16 -4.69 2.83  C112 1.090
120 H -4.81 -5.84 1.63  C112 1.090
121 C 3.17 -5.19 -4.14  C122 1.524, H126 1.090, H127 1.090, H128 1.090
122 C 3.78 -3.83 -3.83  C121 1.524, C123 1.489, H129 1.090, H130 1.090
123 C 3.00 -2.92 -2.96  C122 1.489, C124 1.440, H131 1.090, H132 1.090
124 C 1.68 -2.58 -3.42  C123 1.440, N125 1.157
125 N 0.63 -2.33 -3.84  C124 1.157
126 H 3.90 -5.88 -4.56  C121 1.090
127 H 2.37 -5.02 -4.86  C121 1.090
128 H 2.82 -5.65 -3.22  C121 1.090
129 H 3.98 -3.26 -4.74  C122 1.090
130 H 4.76 -4.03 -3.38  C122 1.090
131 H 3.53 -1.99 -2.74  C123 1.090
132 H 2.79 -3.45 -2.03  C123 1.090
133 C 2.57 7.74 -2.07  C134 1.520, H138 1.090, H139 1.090, H140 1.090
134 C 2.03 7.63 -0.65  C133 1.520, C135 1.541, H141 1.090, H142 1.090
135 C 2.49 6.31 -0.02  C134 1.541, C136 1.484, H143 1.090, H144 1.090
136 C 2.23 5.05 -0.77  C135 1.484, N137 1.137
137 N 1.97 4.08 -1.31  C136 1.137
138 H 2.50 8.75 -2.47  C133 1.090
139 H 2.04 6.90 -2.52  C133 1.090
140 H 3.62 7.44 -2.04  C133 1.090
141 H 0.95 7.79 -0.65  C134 1.090
142 H 2.34 8.49 -0.06  C134 1.090
143 H 1.95 6.27 0.93  C135 1.090
144 H 3.54 6.37 0.23  C135 1.090
145 C 3.74 -7.23 0.97  C146 1.568, H150 1.090, H151 1.090, H152 1.090
146 C 3.30 -5.86 1.60  C145 1.568, C147 1.506, H153 1.090, H154 1.090
147 C 2.57 -4.88 0.72  C146 1.506, C148 1.485, H155 1.090, H156 1.090
148 C 1.42 -5.52 0.02  C147 1.485, N149 1.136
149 N 0.58 -6.01 -0.56  C148 1.136
150 H 3.04 -7.97 1.34  C145 1.090
151 H 4.67 -7.56 1.44  C145 1.090
152 H 3.86 -7.31 -0.11  C145 1.090
153 H 4.13 -5.36 2.10  C146 1.090
154 H 2.52 -6.12 2.30  C146 1.090
155 H 3.30 -4.56 -0.02  C147 1.090
156 H 2.31 -4.00 1.30  C147 1.090
157 C 4.98 -1.36 0.51  C158 1.512, H162 1.090, H163 1.090, H164 1.090
158 C 6.13 -0.56 1.07  C157 1.512, C159 1.570, H165 1.090, H166 1.090
159 C 7.31 -1.29 1.81  C158 1.570, C160 1.501, H167 1.090, H168 1.090
160 C 6.86 -2.29 2.84  C159 1.501, N161 1.183
161 N 6.52 -3.12 3.60  C160 1.183
162 H 4.30 -1.73 1.28  C157 1.090
163 H 5.38 -2.27 0.06  C157 1.090
164 H 4.37 -0.85 -0.23  C157 1.090
165 H 5.70 0.08 1.84  C158 1.090
166 H 6.56 0.16 0.38  C158 1.090
167 H 7.78 -0.54 2.44  C159 1.090
168 H 7.96 -1.74 1.06  C159 1.090
169 C 4.89 4.47 3.39  C170 1.579, H174 1.090, H175 1.090, H176 1.090
170 C 3.47 4.54 4.07  C169 1.579, C171 1.564, H177 1.090, H178 1.090
171 C 2.67 3.20 4.07  C170 1.564, C172 1.496, H179 1.090, H180 1.090
172 C 2.83 2.53 2.74  C171 1.496, N173 1.146
173 N 2.99 2.03 1.72  C172 1.146
174 H 5.66 3.97 3.97  C169 1.090
175 H 5.24 5.46 3.09  C169 1.090
176 H 4.82 3.95 2.43  C169 1.090
177 H 2.93 5.35 3.57  C170 1.090
178 H 3.48 4.83 5.12  C170 1.090
179 H 1.60 3.28 4.29  C171 1.090
180 H 3.25 2.54 4.72  C171 1.090
181 C 3.30 -3.07 5.00  C182 1.495, H186 1.090, H187 1.090, H188 1.090
182 C 2.86 -2.19 3.87  C181 1.495, C183 1.586, H189 1.090, H190 1.090
183 C 3.40 -0.70 4.03  C182 1.586, C184 1.531, H191 1.090, H192 1.090
184 C 2.71 -0.07 5.24  C183 1.531, N185 1.171
185 N 2.17 0.38 6.17  C184 1.171
186 H 4.35 -3.31 4.83  C181 1.090
187 H 2.78 -4.03 5.01  C181 1.090
188 H 3.16 -2.59 5.96  C181 1.090
189 H 1.78 -2.32 3.79  C182 1.090
190 H 3.29 -2.60 2.96  C182 1.090
191 H 3.07 -0.11 3.17  C183 1.090
192 H 4.48 -0.56 4.10  C183 1.090

Output
Spin multiplicity: 1
F_max (eV/A): 3.95
HOMO-LUMO gap (eV): 9.7149
HOMO (eV): -9.78